122
Properties=species:S:1:pos:R:3:forces:R:3 method="wB97M-V/def2-TZVPD" charge=-2 total_energy_ev=-133926.990 max_force_ev_per_a=3.42 e_lumo_ev="3.03 / 3.03" spin_multiplicity=1 de_lowest_kcal_mol=74.83
Bi 1.9494 -0.8128 0.7491 -1.350 -0.837 -1.762
S -4.3833 -1.0702 0.7499 0.015 0.392 -0.374
C -3.4008 -2.2282 1.4558 0.866 -1.812 -0.162
N -2.6296 -3.1898 0.9183 -0.634 0.136 0.462
C -2.1318 -4.0628 1.8745 0.826 0.471 -0.137
C -1.2914 -5.1820 1.6265 -1.093 0.864 -0.168
C -0.8662 -5.9589 2.6772 0.872 -0.644 0.894
C -1.0020 -5.5586 4.0415 -0.548 0.012 -1.059
C -1.7170 -4.3836 4.2660 -0.417 -0.286 -0.686
C -2.3748 -3.7188 3.2249 0.685 -0.630 -0.623
S -3.4364 -2.3848 3.2034 -0.430 0.901 1.247
H -1.0690 -5.3939 0.5891 0.081 -0.350 0.083
H -0.3407 -6.8972 2.4475 -0.110 0.452 0.148
H -0.6627 -6.1955 4.8748 0.021 0.505 -0.561
H -1.8209 -3.9560 5.2243 -0.118 0.136 1.245
C 2.7201 -3.2969 4.4111 -0.233 1.197 0.768
C 1.9671 -2.6369 3.2969 0.013 0.232 -1.879
N 2.3220 -2.8486 2.0436 0.205 -0.333 2.043
O 3.4536 -3.6958 2.0012 -0.087 0.235 -0.704
C 0.8436 -1.7380 3.5127 -0.092 1.473 -0.135
C 0.4704 -1.1876 4.8438 -1.174 -0.846 -0.139
N 0.3564 -1.0858 2.4456 -0.664 -1.899 -0.366
O -0.7698 -0.4838 2.3529 1.734 -0.187 1.083
H 2.7607 -4.3652 4.3081 -0.133 -0.456 -0.128
H 2.2200 -3.0053 5.3452 0.260 -0.370 -0.129
H 3.7670 -2.9359 4.4574 -0.491 -0.111 -0.217
H 3.5784 -3.8438 1.0486 -0.086 0.067 0.313
H -0.1151 -1.9019 5.4305 0.125 0.096 0.285
H -0.1942 -0.3613 4.6019 -0.027 0.207 0.285
H 1.3356 -0.8477 5.3841 0.389 0.177 0.418
O -0.1923 -1.2286 -0.1649 -0.551 -0.069 -1.940
H -0.9725 -1.0467 0.3823 -0.125 -0.048 0.023
H -0.4605 -1.4337 -1.1330 0.113 -0.184 1.319
S 3.6430 -2.5949 -1.9333 0.456 0.106 -0.020
C 5.1061 -2.0973 -2.1538 2.205 0.690 -0.890
C 4.6833 0.5427 3.7491 -0.823 -0.551 -0.317
S 3.8976 1.0591 2.1863 -1.403 -2.295 -1.221
O 4.5467 2.1549 1.4845 0.148 -0.736 1.002
O 4.0641 -0.3264 1.4316 0.697 3.020 1.453
O 2.4351 1.2834 2.4358 2.681 -0.019 0.358
H 5.7524 0.4539 3.6082 0.160 0.079 -0.188
H 4.2635 -0.4781 4.0122 0.320 1.407 -0.415
H 4.4466 1.2823 4.4971 -0.043 0.164 0.341
C -7.9322 5.4452 0.8226 1.332 1.616 0.515
C -6.4535 5.0200 0.8375 -0.754 -0.960 -1.554
C -5.6228 5.1056 1.9155 0.595 0.837 0.013
C -4.2710 4.7355 1.8722 0.756 -0.706 0.553
C -3.5187 4.7874 3.2046 0.327 -0.051 -0.837
C -3.7026 4.1954 0.7118 -0.485 0.366 -0.228
Te -1.5631 3.5096 0.6303 -0.638 -0.017 0.345
N 1.7826 1.0272 -1.1264 0.229 -0.065 -0.355
C 2.0633 1.9268 -1.7802 -0.826 0.155 1.207
O 6.2077 -1.7146 -2.3901 -2.629 -0.879 0.797
C 2.2670 3.0811 -2.5568 -1.438 0.567 -1.675
C 1.3257 3.3505 -3.5973 -0.026 -0.612 0.066
C 1.7167 4.0947 -4.7177 -0.355 -0.890 -0.062
C 3.0003 4.6256 -4.7451 0.007 0.515 0.821
C 3.7819 4.5769 -3.5837 0.240 0.653 -0.131
C 3.4062 3.8370 -2.4695 1.222 0.054 0.030
C -0.1190 5.1237 0.9903 -0.710 -0.473 0.900
C -0.0857 6.2032 0.1365 -0.284 -0.338 -0.725
C -1.1433 6.3526 -0.9057 -0.440 -0.403 -1.401
C 0.9603 7.1103 0.1766 0.888 0.358 -0.423
C 2.0411 6.9132 1.0241 -0.275 -0.984 1.010
C 3.2185 7.8436 1.1275 0.732 0.450 0.225
C 1.9576 5.8245 1.9476 0.158 0.870 -0.458
C 0.8604 4.9841 2.0089 -0.361 -0.403 -0.022
C 0.7090 3.9743 3.1431 -0.452 0.120 -0.060
C -4.5882 4.0141 -0.4078 1.007 0.057 -0.027
C -4.0643 3.3898 -1.6909 0.860 -0.704 0.735
C -5.9248 4.4063 -0.3277 -0.213 0.657 0.024
H -8.1775 6.0416 1.7350 0.113 -0.546 -0.614
H -8.5948 4.6189 0.7404 -0.498 -0.849 0.073
H -8.1236 6.0991 -0.0460 0.102 -0.214 0.275
H -5.9249 5.6654 2.7818 -0.399 -0.162 0.495
H -4.2435 5.0186 3.9859 0.209 -0.420 0.197
H -2.7745 5.5909 3.2291 0.048 -0.067 -0.151
H -2.9608 3.8280 3.3348 -0.613 0.696 0.244
H 0.3144 2.9008 -3.5005 0.927 0.149 -0.358
H 1.0958 4.0961 -5.6367 0.230 0.304 0.926
H 3.3281 5.2045 -5.6007 0.121 -0.189 0.002
H 4.7165 5.1370 -3.5333 -0.210 -0.163 -0.126
H 4.0289 3.7756 -1.5652 -0.144 -0.078 -0.606
H -1.0657 5.6186 -1.7643 0.436 0.661 0.843
H -1.1816 7.3583 -1.3492 0.034 -0.225 0.251
H -2.1115 6.0836 -0.5040 -0.368 0.364 0.199
H 0.9609 7.8965 -0.5914 0.126 -0.104 0.521
H 3.1841 8.6492 0.3695 -0.062 -0.369 0.358
H 4.2110 7.3276 1.0124 -0.973 0.299 0.127
H 3.2132 8.3217 2.1434 0.107 -0.317 -0.876
H 2.7695 5.6506 2.6556 -0.138 0.193 -0.114
H 1.5660 3.9405 3.8398 -0.347 0.241 -0.447
H 0.5812 2.9735 2.7396 0.110 -0.142 0.048
H -0.2319 4.1844 3.7110 0.731 -0.016 -0.353
H -3.9371 2.2863 -1.5184 0.035 0.877 -0.160
H -3.0412 3.7939 -1.9669 -1.334 -0.365 0.139
H -4.8078 3.4828 -2.4696 0.045 0.221 -0.408
H -6.5806 4.3669 -1.2289 0.660 -0.260 0.719
N -0.3620 -7.6802 -3.8406 0.236 -1.047 -0.621
C 0.1426 -8.7001 -4.6494 1.336 0.887 0.758
C 0.1434 -10.0699 -4.5457 -0.773 -0.756 0.105
C 1.0315 -10.8019 -5.3780 -0.007 0.139 0.637
C 1.9713 -10.1432 -6.1822 -1.010 -0.241 -0.298
C 1.9230 -8.7534 -6.3072 0.936 0.481 -0.923
C 1.0606 -8.0217 -5.5175 -1.393 1.192 0.433
N 0.9269 -6.6392 -5.3585 1.170 -1.506 -0.887
C 0.1510 -6.4813 -4.3044 -0.687 2.132 1.004
C -0.1183 -5.2032 -3.6736 0.146 -2.259 -1.029
C -0.5842 -5.0951 -2.3612 -0.596 -0.559 1.273
C -0.8764 -3.8895 -1.7890 -0.061 0.231 -0.800
N -0.8133 -2.7456 -2.5411 -0.515 0.356 2.296
C -0.4324 -2.8578 -3.7959 0.627 0.965 -1.352
C -0.0094 -4.0145 -4.3940 0.641 0.586 -1.115
H -1.0693 -7.7747 -3.1497 -0.349 0.007 0.305
H -0.5751 -10.5639 -3.8430 0.839 0.261 -0.713
H 1.0013 -11.8880 -5.2991 0.171 0.192 -0.150
H 2.6332 -10.7213 -6.8255 -0.037 0.076 0.210
H 2.5645 -8.1870 -7.0170 -0.296 -0.614 0.632
H -0.7182 -6.0175 -1.8054 0.045 0.086 0.335
H -1.2343 -3.7752 -0.7648 0.135 0.015 -0.388
H -0.4700 -1.8864 -4.3270 0.282 -0.679 -0.067
H 0.4404 -4.0867 -5.3926 -0.488 0.390 0.318

=====

36
Properties=species:S:1:pos:R:3:forces:R:3 method="wB97M-V/def2-TZVPD" total_energy_ev=-24957.112 max_force_ev_per_a=5.77 e_lumo_ev=-0.22 spin_multiplicity=1 de_lowest_kcal_mol=105.68 smiles=O.O.O.O.O.O.O.O.O.O.O.O
O 0.2653 1.5217 -0.1101 1.350 0.158 -0.884
H 1.2304 1.4413 -0.3609 -1.780 -0.194 1.001
H -0.0193 0.8896 0.5632 0.758 -0.170 -0.223
O 1.3518 3.3012 2.6815 -0.115 -0.016 0.170
H 1.8818 2.5728 3.0115 0.208 -0.095 -0.023
H 0.6709 3.3950 3.3571 -0.077 0.104 -0.133
O -1.5354 -1.2186 -0.5038 -2.629 0.496 0.430
H -1.8822 -1.8803 -1.1211 0.150 0.521 -0.429
H -1.2945 -1.7865 0.2074 1.322 -0.463 1.346
O -3.4415 -3.2727 0.0557 0.809 0.679 0.343
H -4.2656 -2.8259 0.2497 -0.463 -0.049 -0.033
H -2.7922 -2.5553 0.2363 -0.895 -0.806 -0.167
O 0.6977 -2.1665 0.7065 0.214 -3.025 -3.064
H 0.9671 -2.1564 -0.2612 -0.320 -0.025 1.763
H 0.8729 -1.3467 1.0668 0.678 2.623 1.208
O -0.8339 -2.2276 2.8026 4.742 0.434 1.580
H -0.8002 -1.6231 3.5466 -0.291 0.027 0.062
H -1.6763 -2.3000 2.5315 -4.760 -0.373 -1.195
O -2.5158 1.7409 -0.8087 0.575 -1.893 -1.435
H -2.8873 2.5465 -0.5672 -1.261 2.100 1.016
H -2.0066 1.9980 -1.5727 0.388 -0.059 -0.711
O 4.0901 -2.4512 -2.1291 0.349 -1.651 0.338
H 4.1935 -3.4168 -1.9045 -0.069 1.519 -0.409
H 3.2975 -2.2079 -1.6508 -0.329 0.137 0.039
O -2.2235 1.4914 1.5759 -0.870 -1.514 1.611
H -1.5034 1.7244 0.9737 -0.970 -0.484 -0.325
H -2.7336 0.6594 1.3051 1.737 2.107 -0.150
O -1.6328 3.6826 -2.9781 -0.964 -0.529 -0.204
H -2.1610 4.4194 -2.6548 0.318 0.067 -0.011
H -0.7154 3.8817 -2.8587 0.696 0.452 0.221
O 0.1788 -1.5802 -1.9697 2.643 -3.052 -4.129
H -0.2034 -1.3211 -2.8206 0.226 0.367 0.741
H 0.0180 -1.0128 -1.2803 -1.395 2.616 1.659
O 5.7297 0.9865 0.6154 -1.820 -2.340 0.574
H 4.8391 0.6497 0.3019 1.812 0.907 0.370
H 5.9239 1.7952 0.1959 0.032 1.423 -0.945

=====

59
Properties=species:S:1:pos:R:3:forces:R:3 method="wB97M-V/def2-TZVPD" charge=+1 total_energy_ev=-118631.862 max_force_ev_per_a=2.45 e_lumo_ev=-3.01 spin_multiplicity=1 de_lowest_kcal_mol=0.00
C -0.1825 -0.4739 7.2751 -0.542 0.348 0.078
C -0.7173 0.7019 6.4206 0.960 -1.630 0.146
F -1.1864 1.7276 7.1734 -0.140 -0.028 -0.239
N -1.7455 0.1607 5.5090 0.330 0.699 -0.567
C -2.9322 -0.2358 5.9143 -1.175 -0.130 1.707
N -3.3796 -0.1705 7.1983 0.421 0.184 0.057
C -4.5979 -0.6672 7.1970 1.131 0.542 0.790
Br -5.5864 -0.7315 8.7982 0.152 -0.207 -1.137
N -4.9362 -1.0588 5.9722 -2.040 -0.480 1.263
N -3.9092 -0.7669 5.1688 1.420 0.071 -1.946
H 0.7110 -0.2039 7.8506 -0.196 -0.006 -0.329
H 0.0192 -1.2961 6.5723 0.215 0.244 0.365
H -0.9539 -0.8103 7.9860 0.238 0.182 -0.284
H 0.0991 1.0475 5.7713 -0.396 0.207 0.101
H -1.5235 0.0938 4.5208 -0.100 0.087 0.162
H -5.8202 -1.4936 5.7408 0.297 0.068 -0.652
H -3.8391 -0.9334 4.1660 -0.498 -0.105 0.057
C 1.2308 1.1368 -0.7431 0.014 -0.050 0.085
C 1.0733 -0.0316 -0.0090 -0.022 0.503 0.189
C -0.0688 -0.2260 0.7495 0.045 -0.217 0.128
C -1.0472 0.7580 0.7592 0.296 -0.088 -0.210
C -0.8977 1.9333 0.0343 -0.129 0.213 -0.043
C 0.2490 2.1192 -0.7187 -0.156 -0.142 0.398
N -2.2655 0.5503 1.5370 0.015 0.255 -0.254
O -2.3663 -0.4920 2.1889 -0.058 0.037 0.475
O -3.1200 1.4068 1.5053 0.011 -0.221 0.190
H 2.1214 1.2834 -1.3400 -0.053 0.028 -0.009
H 1.8386 -0.7876 -0.0306 -0.001 0.056 0.170
H -0.1853 -1.1386 1.3174 -0.137 0.050 -0.025
H -1.6601 2.6997 0.0469 -0.055 -0.111 0.088
H 0.3770 3.0249 -1.2866 0.000 0.037 0.134
C -2.1727 2.3974 -6.9640 -0.009 -0.004 -0.008
C -1.6931 1.4204 -6.1010 -0.022 0.147 -0.064
C -0.7634 1.7500 -5.1277 0.019 -0.256 0.137
C -0.3271 3.0618 -5.0281 -0.298 -0.136 -0.285
C -0.7922 4.0441 -5.8873 0.013 0.278 -0.058
C -1.7198 3.7064 -6.8599 -0.019 -0.157 0.036
N 0.6380 3.4184 -3.9839 0.160 0.053 -0.053
O 1.0397 2.5247 -3.2556 0.103 0.199 -0.555
O 0.9804 4.5811 -3.8957 -0.058 -0.179 0.060
H -2.9032 2.1379 -7.7202 0.031 0.007 0.015
H -2.0467 0.4013 -6.1859 0.041 0.017 0.025
H -0.3930 0.9850 -4.4586 0.089 0.135 0.046
H -0.4453 5.0650 -5.8090 0.084 -0.079 0.129
H -2.0932 4.4644 -7.5356 0.037 0.003 0.034
C 5.7832 -4.3007 -2.4698 0.018 -0.010 -0.002
C 5.4298 -3.5102 -3.5555 -0.014 -0.069 0.138
C 4.2238 -2.8277 -3.5537 0.034 0.124 -0.240
C 3.3844 -2.9427 -2.4573 0.357 -0.177 0.025
C 3.7223 -3.7341 -1.3711 -0.061 -0.070 0.242
C 4.9288 -4.4158 -1.3810 0.046 0.055 -0.128
N 2.1183 -2.2018 -2.4427 -0.182 0.020 -0.102
O 1.8418 -1.5308 -3.4177 0.000 -0.067 0.166
O 1.4127 -2.2936 -1.4502 0.119 -0.398 -0.438
H 6.7287 -4.8286 -2.4718 -0.034 0.009 -0.005
H 6.0970 -3.4237 -4.4028 -0.047 0.016 0.006
H 3.9541 -2.2139 -4.4016 -0.131 0.026 0.110
H 3.0627 -3.8255 -0.5197 -0.086 0.095 -0.108
H 5.2057 -5.0351 -0.5380 -0.040 0.021 -0.012